{"formula": "C5H10O2", "method": "ωB97M-V/def2-TZVPD", "charge": 0, "lumo_energy_ev": 0.93, "smiles": "C[C@@H](O)CCC=O", "homo_ev": -10.06, "gap_ha": 0.404, "species": ["C", "C", "O", "C", "C", "C", "O", "H", "H", "H", "H", "H", "H", "H", "H", "H", "H"], "coordinates": [[-2.138905, -0.080093, -0.037561], [-0.785088, -0.631717, -0.471980], [-0.291195, 0.075296, -1.593009], [0.205783, -0.660049, 0.722079], [1.636327, -0.240950, 0.370699], [1.813466, 1.251217, 0.267825], [0.926144, 2.036635, 0.005863], [-2.555775, -0.649044, 0.803075], [-2.021133, 0.963072, 0.286766], [-2.848437, -0.105362, -0.870579], [-0.912965, -1.657433, -0.837297], [-0.166885, 0.993917, -1.303862], [-0.160315, -0.004928, 1.523891], [0.229120, -1.674018, 1.140111], [1.936070, -0.660593, -0.600307], [2.354912, -0.615338, 1.109723], [2.839104, 1.633058, 0.450242]], "forces_ev_per_a": [[-0.1, 0.0, 0.0], [-0.2, -0.2, 0.2], [0.0, 0.3, 0.0], [0.0, 0.0, 0.1], [-0.1, 0.0, 0.0], [-0.2, 0.2, -0.1], [0.4, -0.3, 0.2], [0.1, 0.1, -0.2], [0.0, -0.2, -0.1], [0.1, 0.0, 0.1], [0.0, 0.1, 0.0], [0.0, -0.1, -0.1], [0.0, -0.1, -0.1], [0.0, 0.2, -0.1], [0.0, 0.1, 0.1], [-0.1, 0.1, -0.1], [-0.1, 0.0, -0.1]]}